DFT (ωB97M-V/def2-TZVPD) results for an isolated molecule of C8H10Si.

XYZ file:
```
19
Properties=species:S:1:pos:R:3
C -1.7022 1.4483 -2.3021
C -0.6136 2.1978 -1.9240
C -2.0183 0.2221 -1.6368
C 0.2589 1.7759 -0.9310
C -1.1600 -0.1951 -0.6681
C -0.0362 0.5098 -0.2928
C 0.8612 -0.0425 0.6671
C 0.3843 -1.3546 1.7239
Si 1.8838 -2.0567 2.5224
H -2.6107 1.9009 -2.8170
H -0.2800 3.1512 -2.4394
H -2.9044 -0.2916 -2.0590
H 1.2273 2.3998 -0.7229
H -1.2842 -1.1292 -0.2830
H 1.8824 0.3594 0.7946
H -0.5890 -1.6436 1.9604
H 3.1872 -1.5418 2.1282
H 1.6656 -3.5859 2.2193
H 1.8478 -2.1243 4.0600
```

## Properties
LUMO energy (alpha / beta) = -0.646 / -0.545 eV
E_HOMO (alpha / beta) = -8.33 / -7.83 eV
Max |F| = 8.67 eV/A
SMILES string = [SiH3]/C=C/c1ccccc1

Results of the Mulliken charge analysis, in e, for atoms 1 through 6: atom 1 (C): -0.4872, atom 2 (C): -0.2020, atom 3 (C): -0.5041, atom 4 (C): -0.5084, atom 5 (C): -0.5277, atom 6 (C): 1.0613

DFT (ωB97M-V/def2-TZVPD) results for a structure of composition C18H13N4OPdS2.

XYZ file:
```
39
Properties=species:S:1:pos:R:3
Pd 0.0504 -0.1864 0.9399
O 0.0941 3.3688 0.7840
N 0.5495 3.1956 -0.4096
C 0.0709 3.9931 -1.3969
C 0.4729 3.8964 -2.7048
C 1.4128 2.9223 -3.0353
C 1.8957 2.1122 -2.0356
C 1.4849 2.2102 -0.6944
S 2.0575 1.1694 0.5353
H -0.6703 4.6895 -1.0344
H 0.0279 4.5461 -3.4462
H 1.7363 2.7815 -4.0593
H 2.6037 1.3240 -2.2510
S -1.0869 -1.6652 5.1285
C -1.2392 -0.8425 3.5838
N -0.4103 -1.2031 2.6440
C 0.4047 -2.2406 3.1168
C 1.4036 -2.8482 2.3577
C 2.1550 -3.8500 2.9382
C 1.9260 -4.2441 4.2627
C 0.9467 -3.6381 5.0252
C 0.1827 -2.6291 4.4404
H -1.9743 -0.0672 3.4436
H 1.5562 -2.4833 1.3478
H 2.9383 -4.3297 2.3645
H 2.5316 -5.0306 4.6984
H 0.7793 -3.9356 6.0532
N -0.9914 -1.7554 -5.5013
C -1.2219 -1.1233 -4.5472
C -1.5312 -0.3460 -3.4254
C -2.6118 0.6196 -3.4257
C -2.8155 1.3327 -2.2584
C -2.0317 1.1323 -1.1355
N -0.9966 0.2045 -1.1283
C -0.7854 -0.4723 -2.2255
H -3.2166 0.7771 -4.3090
H -3.6013 2.0822 -2.2143
H -2.1347 1.7151 -0.2303
H 0.0383 -1.1823 -2.1957
```

## Properties
Spin multiplicity = 2
Net charge = -2
LUMO energy (alpha / beta) = 4.116 / 4.114 eV
E_HOMO (alpha / beta) = 1.38 / 0.26 eV
Max |F| = 0.24 eV/A

Results of the Mulliken charge analysis, in e, for atoms 1 through 6: atom 1 (Pd): 0.0722, atom 2 (O): -0.7744, atom 3 (N): 0.6506, atom 4 (C): -0.1818, atom 5 (C): -0.7116, atom 6 (C): -0.0652

DFT (ωB97M-V/def2-TZVPD) results for a cluster of 2 separate species, C7H10O in total.

XYZ file:
```
18
Properties=species:S:1:pos:R:3
C 1.0433 -1.0459 0.5511
C 1.6190 0.4966 0.3232
C 0.6463 1.4492 0.0195
C -0.7549 1.3844 -0.3855
C -0.9738 -0.0888 -0.4811
C -1.8485 -1.1861 0.0589
C -0.5205 -0.5578 0.8002
H 1.9997 -0.6141 -1.4506
H 1.6250 -1.4424 1.2996
H 2.6159 0.8020 0.5180
H 1.1620 2.2884 -0.2532
H -0.9861 1.8831 -1.4268
H -1.2001 1.9937 0.2723
H -0.4093 -0.7197 -1.2872
H -2.5789 -0.5792 0.6657
H -1.9407 -2.3309 -0.2661
H -0.7246 0.0055 1.8074
O 1.2263 -1.7380 -0.7655
```

## Properties
LUMO energy = -0.416 eV
E_HOMO = -8.92 eV
Max |F| = 5.86 eV/A

Results of the Mulliken charge analysis, in e, for atoms 1 through 6: atom 1 (C): -0.1506, atom 2 (C): -0.9816, atom 3 (C): -0.1334, atom 4 (C): -0.7732, atom 5 (C): 0.3381, atom 6 (C): -0.7927

DFT (ωB97M-V/def2-TZVPD) results for a structure of composition C28H43F9OP2Re.

XYZ file:
```
84
Properties=species:S:1:pos:R:3
Re 0.5205 0.4426 2.0735
C 1.1826 0.2311 4.2590
C 2.2324 0.7820 3.4357
C 0.4499 2.2576 3.3923
C 0.0643 1.0994 4.1953
C 1.7798 2.0687 2.9378
C 1.2981 -0.9968 5.1058
H 1.9942 -1.7225 4.6768
H 0.3297 -1.4857 5.2414
H 1.6752 -0.7243 6.1001
C -1.2430 0.9526 4.9067
H -1.3869 -0.0699 5.2654
H -2.0675 1.1988 4.2302
H -1.2902 1.6264 5.7725
C -0.3760 3.4904 3.2165
H -0.2790 4.1224 4.1098
H -1.4283 3.2378 3.0732
H -0.0476 4.0706 2.3509
C 2.6165 3.0757 2.2114
H 3.1302 3.7310 2.9272
H 2.0050 3.7054 1.5604
H 3.3863 2.5990 1.5982
C 3.6458 0.2879 3.3751
H 4.2561 0.7980 4.1325
H 4.1019 0.4810 2.4006
H 3.7061 -0.7852 3.5701
C -0.4220 -1.4076 1.2811
C 0.7252 -1.7546 2.0095
C 2.0331 -2.1888 1.3802
C 2.4546 -1.2472 0.2405
C 1.9906 0.1847 0.4945
C 0.8118 0.7344 -0.0633
C -0.1561 -0.0756 -0.8964
C -0.5269 -1.4270 -0.2356
H 1.9525 -3.2285 1.0254
H 2.0515 -1.5966 -0.7153
H 2.8072 -2.1901 2.1547
H 0.1028 -2.2324 -0.6310
H -1.3674 -1.4598 1.8097
H 0.5600 -2.1276 3.0168
H -1.5568 -1.6786 -0.5041
H -1.0648 0.5164 -1.0204
H 0.7920 1.8066 -0.2503
H 0.2621 -0.2497 -1.9003
H 3.5450 -1.2586 0.1353
H 2.7962 0.8838 0.6995
P -0.6957 -0.2888 -5.2058
P -0.3472 2.4424 -6.7580
C -0.7074 -0.3514 -7.0701
C -1.0600 1.0006 -7.7031
H -1.4526 -1.1014 -7.3633
H 0.2691 -0.7070 -7.4269
H -0.6526 1.0488 -8.7208
H -2.1491 1.1222 -7.7830
C -1.1671 3.8366 -7.6698
H -0.7126 4.7842 -7.3633
H -2.2291 3.8783 -7.4095
H -1.0694 3.7308 -8.7575
C 1.3184 2.5115 -7.5743
H 1.2424 2.5169 -8.6686
H 1.9126 1.6460 -7.2640
H 1.8461 3.4146 -7.2515
C -2.1461 -1.4013 -4.8831
H -2.2101 -1.6166 -3.8116
H -2.0706 -2.3484 -5.4315
H -3.0689 -0.8922 -5.1791
C 0.6705 -1.5008 -4.8714
H 1.6352 -1.0566 -5.1341
H 0.5408 -2.4332 -5.4352
H 0.6922 -1.7334 -3.8017
F -1.4265 -3.6454 2.1258
C -1.7584 -3.3702 3.4357
F -2.7953 -4.2480 3.6966
F -0.6907 -3.7452 4.2326
C -2.1675 -1.8500 3.7472
O -0.9671 -0.8472 3.5145
C -3.4922 -1.4484 2.9383
F -4.5694 -2.2256 3.3314
F -3.8157 -0.1303 3.1939
F -3.4402 -1.6041 1.5642
C -2.6870 -1.9356 5.2784
F -3.6109 -2.9465 5.4860
F -1.6521 -2.1923 6.1592
F -3.3589 -0.7896 5.6836
```

## Properties
Spin multiplicity = 4
Net charge = +2
LUMO energy (alpha / beta) = -6.435 / -8.785 eV
E_HOMO (alpha / beta) = -13.51 / -13.92 eV
Max |F| = 6.01 eV/A

Results of the Mulliken charge analysis, in e, for atoms 1 through 6: atom 1 (Re): 1.3681, atom 2 (C): 1.3452, atom 3 (C): 0.1777, atom 4 (C): 0.6656, atom 5 (C): 0.1624, atom 6 (C): 0.7688

DFT (ωB97M-V/def2-TZVPD) results for an isolated molecule of C44H36O4.

XYZ file:
```
84
Properties=species:S:1:pos:R:3
C -4.0876 1.2280 -2.9005
C -3.8938 1.3053 -1.5165
C -2.8699 0.5545 -0.9180
C -1.9022 -0.0839 -1.7074
C -0.6880 -0.8453 -1.1908
C 0.4001 -0.6573 -2.0327
C 1.4781 -1.4875 -2.5204
C 1.3078 -2.2875 -3.6764
C 2.4314 -2.8175 -4.3106
C 3.7124 -2.5826 -3.7859
C 3.8731 -1.8519 -2.6002
C 2.7615 -1.2952 -1.9804
O 0.5429 0.6921 -2.2221
C -0.8535 -2.2620 -0.8132
C -2.1904 -2.9094 -1.0506
C -3.3741 -2.4377 -0.4772
C -4.6011 -3.0046 -0.8304
C -4.6317 -4.1086 -1.6931
C -3.4364 -4.6331 -2.2039
C -2.2197 -4.0307 -1.8890
O 0.0885 -2.9645 -0.4060
C -2.0799 -0.1050 -3.0968
C -3.2156 0.4583 -3.6815
H -4.9229 1.7403 -3.3834
H -4.5325 1.9323 -0.8832
H -2.8107 0.4946 0.1735
H 0.2977 -2.4264 -4.0686
H 2.2965 -3.4220 -5.2121
H 4.5846 -3.0172 -4.2763
H 4.8551 -1.7039 -2.1397
H 2.8766 -0.6996 -1.0738
H -3.3470 -1.6071 0.2258
H -5.5271 -2.5819 -0.4339
H -5.5791 -4.5981 -1.9266
H -3.4415 -5.5134 -2.8487
H -1.2766 -4.4002 -2.3023
H -1.3323 -0.6099 -3.7237
H -3.3566 0.3038 -4.7535
C -2.3750 2.7309 7.2831
O -2.4223 3.3663 5.9781
C -1.8348 2.7312 4.9293
C -1.9277 3.3520 3.6575
C -1.3146 2.7838 2.5576
C -0.5585 1.5939 2.6923
C 0.1788 1.0085 1.5672
C -0.2038 1.1746 0.2449
C 0.7574 1.1667 -0.8661
C 1.1955 2.5796 -1.2689
C 2.4604 2.7011 -1.8392
C 2.8601 3.9182 -2.3793
C 1.9893 5.0141 -2.3667
C 0.7100 4.8696 -1.8208
C 0.2832 3.6313 -1.3103
C 1.3724 0.2027 1.8809
C 2.3037 0.5399 2.8912
C 3.4021 -0.2591 3.1134
C 3.5797 -1.4448 2.3524
O 4.7510 -2.1013 2.5284
C 4.9431 -3.3349 1.7981
C 2.6067 -1.8423 1.4093
C 1.5979 -0.9480 1.1225
C -0.5081 0.9715 3.9627
C -1.1380 1.5075 5.0673
H -2.8775 3.4433 7.9347
H -2.9169 1.7744 7.2803
H -1.3424 2.5692 7.6238
H -2.4887 4.2793 3.5742
H -1.3652 3.2696 1.5815
H -1.1662 1.6385 0.0591
H 1.6646 0.6937 -0.4876
H 3.1311 1.8375 -1.8513
H 3.8538 3.9947 -2.8180
H 2.3171 5.9728 -2.7664
H 0.0185 5.7081 -1.7944
H -0.7373 3.4891 -0.9299
H 2.1706 1.4551 3.4705
H 4.1519 -0.0199 3.8621
H 5.9179 -3.6833 2.1409
H 4.1549 -4.0631 2.0469
H 4.9525 -3.1507 0.7115
H 2.6341 -2.8013 0.8934
H 0.9309 -1.1297 0.2823
H 0.0390 0.0399 4.0967
H -1.0876 1.0046 6.0353
```

## Properties
LUMO energy = -0.250 eV
E_HOMO = -7.39 eV
Max |F| = 3.91 eV/A
SMILES string = COc1ccc(C(=C[C@@H](O/C(=C(/C(=O)c2ccccc2)c2ccccc2)c2ccccc2)c2ccccc2)c2ccc(OC)cc2)cc1

Results of the Mulliken charge analysis, in e, for atoms 1 through 6: atom 1 (C): -0.7541, atom 2 (C): -1.1954, atom 3 (C): 0.1225, atom 4 (C): 0.1620, atom 5 (C): 1.1439, atom 6 (C): 1.1014

DFT (ωB97M-V/def2-TZVPD) results for a cluster of 18 separate species, C40H96BrN2O24PS in total.

XYZ file:
```
165
Properties=species:S:1:pos:R:3
C -0.4851 7.1849 3.2798
C -1.8223 6.3347 3.4177
C -2.0426 5.5259 2.0709
C -2.2752 3.9739 2.3392
C -1.3437 3.0449 1.4956
C -1.4770 3.1365 0.0247
C -2.4399 4.1168 -0.7252
O -3.7542 4.1950 -0.1749
C -4.6232 3.2305 -0.6800
C -6.0516 3.5879 -0.6826
C -7.0830 2.6682 -1.1389
C -6.7302 1.3113 -1.6130
C -5.3009 0.9731 -1.6332
C -4.2650 1.9075 -1.1645
C -0.6485 2.2500 -0.7728
C 0.3193 1.2555 -0.2157
C 0.4695 1.2094 1.2681
C 1.5091 0.2045 1.8752
C 0.8683 -1.1580 2.4209
C 1.2072 -2.2911 1.3541
Br 1.6613 -1.8070 4.1405
C -0.3614 2.1034 2.1084
P -0.2724 2.0921 3.9537
N -1.6041 1.4315 4.4950
O -0.0502 3.6687 4.4934
O 0.9966 1.2248 4.5582
C 0.9846 0.4466 -1.4026
O 1.4918 -0.6386 -1.4396
N 0.7618 1.3770 -2.5347
S 2.1326 2.4138 -2.7012
C 3.3396 2.1455 -1.3474
O 1.6245 3.7877 -2.5789
O 2.8384 2.1889 -3.9579
C -0.5260 2.0632 -2.3187
O -1.2311 2.3710 -3.2222
H -0.4317 7.8779 4.1587
H 0.4324 6.5388 3.2124
H -0.6029 7.7782 2.3298
H -1.7859 5.6911 4.3340
H -2.6549 7.0933 3.4761
H -2.9154 5.9133 1.4768
H -1.1188 5.6578 1.4341
H -2.2031 3.8025 3.4366
H -3.3419 3.7308 2.0617
H -1.9594 5.1375 -0.6785
H -2.4482 3.8521 -1.8207
H -6.3587 4.6029 -0.3209
H -8.1552 2.9888 -1.0929
H -7.5382 0.5891 -1.9407
H -5.0605 -0.0713 -2.0062
H -3.2069 1.5740 -1.1918
H 2.1934 -0.0797 1.0232
H 2.1869 0.7174 2.6149
H -0.2445 -1.0640 2.4517
H 0.4746 -2.2956 0.5056
H 1.1603 -3.2876 1.8640
H 2.2358 -2.1924 0.9245
H -2.1159 2.1153 5.0660
H -0.4017 3.7274 5.4032
H 0.6831 0.7659 5.3667
H 4.1938 2.8726 -1.4284
H 2.7985 2.4375 -0.4017
H 3.6913 1.0794 -1.3010
C -4.3828 -0.6080 4.8024
O -5.5709 -0.1928 4.1354
H -3.5372 -0.0678 4.3810
H -4.4598 -0.3817 5.8698
H -4.2334 -1.6819 4.6583
H -6.3037 -0.6824 4.5239
C 5.7636 -0.3736 0.1646
O 4.6091 -1.0834 0.5730
H 5.4772 0.6617 -0.0131
H 6.5337 -0.4052 0.9409
H 6.1514 -0.8110 -0.7586
H 4.8807 -1.9978 0.7270
C 2.5636 -4.2273 -1.9027
O 3.1005 -2.9308 -1.6918
H 3.3848 -4.9432 -1.9540
H 1.9031 -4.4955 -1.0724
H 2.0077 -4.2495 -2.8421
H 2.3538 -2.3043 -1.6417
C -9.8702 -1.0177 -0.1668
O -9.4316 -1.2172 -1.5047
H -9.0123 -1.1041 0.4980
H -10.3080 -0.0214 -0.0634
H -10.6109 -1.7766 0.0989
H -10.2080 -1.1355 -2.0736
C -2.6446 -2.5624 -2.1141
O -3.8559 -2.1201 -2.7116
H -1.8160 -2.0066 -2.5518
H -2.6719 -2.3808 -1.0356
H -2.5084 -3.6287 -2.3090
H -4.5742 -2.6267 -2.3112
C 6.7818 -4.2581 1.5033
O 5.6043 -3.8350 0.8245
H 7.6360 -3.7257 1.0893
H 6.6981 -4.0323 2.5695
H 6.9209 -5.3320 1.3600
H 4.8647 -4.3208 1.2080
C 8.8693 2.0948 -1.2810
O 7.5627 1.6430 -1.6117
H 9.3218 1.3803 -0.5951
H 9.4792 2.1628 -2.1855
H 8.8138 3.0735 -0.7974
H 7.1826 2.2898 -2.2189
C 1.6343 -5.8495 3.8395
O 2.1927 -5.2811 2.6611
H 0.8528 -5.1894 4.2120
H 1.2036 -6.8266 3.6064
H 2.4117 -5.9552 4.6005
H 2.8791 -5.8832 2.3538
C -6.1775 -5.6679 -3.2028
O -6.4377 -4.2782 -3.0507
H -5.2804 -5.9183 -2.6388
H -7.0193 -6.2486 -2.8170
H -6.0173 -5.9033 -4.2581
H -7.2329 -4.0790 -3.5565
C 6.1278 -7.0038 -2.5739
O 6.6574 -5.7028 -2.3635
H 6.9520 -7.7139 -2.6201
H 5.4658 -7.2710 -1.7452
H 5.5750 -7.0292 -3.5168
H 5.9103 -5.0939 -2.3259
C -11.4019 -3.0465 -4.4534
O -11.6654 -1.6576 -4.2981
H -10.5072 -3.2992 -3.8864
H -12.2471 -3.6258 -4.0731
H -11.2383 -3.2747 -5.5095
H -12.4594 -1.4613 -4.8069
C -2.7983 10.4864 1.5615
O -2.3566 9.1604 1.2964
H -2.3776 10.8097 2.5122
H -2.4571 11.1577 0.7695
H -3.8892 10.5100 1.6233
H -2.7396 8.8949 0.4529
C -0.0033 -4.0423 -5.1946
O -0.8276 -4.7826 -4.3012
H 1.0045 -4.0023 -4.7876
H 0.0220 -4.5331 -6.1709
H -0.3894 -3.0253 -5.3008
H -1.7122 -4.8032 -4.6829
C 7.0474 0.7258 -5.2751
O 6.7816 2.1236 -5.1923
H 7.9201 0.4988 -4.6643
H 6.1874 0.1658 -4.8987
H 7.2494 0.4485 -6.3114
H 6.0070 2.2994 -5.7377
C 4.5455 -0.3636 6.1534
O 4.2866 1.0352 6.2275
H 5.4004 -0.5955 6.7877
H 3.6735 -0.9181 6.5049
H 4.7745 -0.6413 5.1211
H 3.5279 1.2150 5.6592
C 4.7498 0.5883 -8.5282
O 6.1350 0.9171 -8.5341
H 4.6497 -0.4955 -8.5112
H 4.2701 1.0083 -7.6400
H 4.2704 0.9806 -9.4285
H 6.1991 1.8786 -8.5493
C 2.5831 -2.0057 9.4543
O 2.5819 -2.4471 8.1020
H 3.2866 -1.1802 9.5501
H 1.5840 -1.6624 9.7348
H 2.8930 -2.8218 10.1119
H 1.9542 -3.1755 8.0403
```

## Properties
LUMO energy = -0.969 eV
E_HOMO = -8.24 eV
Max |F| = 4.39 eV/A

Results of the Mulliken charge analysis, in e, for atoms 1 through 6: atom 1 (C): -1.2887, atom 2 (C): -0.2977, atom 3 (C): -0.5518, atom 4 (C): -0.7207, atom 5 (C): -0.0361, atom 6 (C): 1.1234

Q: max |F| of number 4 (C28H43F9OP2Re)?
A: 6.01 eV/A